# 1
{"formula": "C4H12N2", "method": "ωB97M-V/def2-TZVPD", "total_energy_ev": -7322.401, "spin_multiplicity": 1, "total_charge": 0, "lumo_energy_ev": 1.20, "max_force_ev_per_a": 0.8, "de_lowest_kj_mol": 60.5, "smiles": "CCCNCN", "symbols": ["C", "C", "C", "N", "C", "N", "H", "H", "H", "H", "H", "H", "H", "H", "H", "H", "H", "H"], "coordinates": [[-0.189, -1.870, -1.616], [0.213, -0.438, -1.899], [-0.389, 0.573, -0.900], [0.476, 0.783, 0.242], [-0.105, 1.098, 1.515], [-0.027, -0.061, 2.423], [-1.273, -1.920, -1.536], [0.178, -2.176, -0.636], [0.112, -2.612, -2.344], [1.298, -0.303, -1.865], [-0.056, -0.139, -2.908], [-1.330, 0.196, -0.501], [-0.576, 1.480, -1.468], [1.298, 1.328, 0.029], [0.387, 1.977, 1.951], [-1.159, 1.367, 1.405], [0.946, -0.360, 2.391], [-0.165, 0.276, 3.376]], "forces_ev_per_a": [[-0.33, 0.04, 0.69], [0.23, 0.31, 0.06], [0.35, -0.53, -0.26], [0.38, -0.09, 0.07], [-0.17, 0.15, 0.20], [0.35, 0.27, 0.06], [-0.19, -0.06, -0.13], [0.14, -0.04, 0.02], [0.28, 0.02, -0.29], [0.06, -0.16, 0.06], [-0.29, -0.06, -0.19], [-0.15, 0.01, -0.17], [-0.23, 0.45, 0.11], [-0.16, 0.02, -0.01], [0.11, 0.01, -0.12], [-0.05, -0.03, -0.02], [-0.17, -0.17, -0.01], [-0.15, -0.15, -0.07]]}

# 2
{"formula": "C4H12N2", "method": "ωB97M-V/def2-TZVPD", "total_energy_ev": -7321.740, "spin_multiplicity": 1, "total_charge": 0, "lumo_energy_ev": 1.02, "max_force_ev_per_a": 2.6, "de_lowest_kj_mol": 124.4, "smiles": "CNC[C@@H](C)N", "symbols": ["N", "C", "C", "C", "N", "C", "H", "H", "H", "H", "H", "H", "H", "H", "H", "H", "H", "H"], "coordinates": [[-0.130, -0.062, 1.848], [0.885, -0.092, 0.746], [1.601, 1.248, 0.835], [0.428, -0.562, -0.643], [-0.891, -1.239, -0.885], [-1.894, -0.231, -1.208], [-0.674, -0.926, 1.831], [-0.806, 0.678, 1.655], [1.568, -0.834, 1.155], [2.311, 1.124, 1.660], [0.802, 2.051, 0.793], [2.244, 1.344, -0.063], [1.239, -1.215, -0.971], [0.513, 0.292, -1.317], [-0.658, -1.891, -1.626], [-1.586, 0.716, -0.728], [-2.049, 0.089, -2.256], [-2.902, -0.489, -0.829]], "forces_ev_per_a": [[-0.34, -0.01, -0.85], [-1.16, -0.70, 2.18], [-0.10, -0.47, -1.76], [0.25, 0.18, -0.82], [1.63, 0.73, 0.59], [-0.79, 0.76, 0.17], [0.15, 0.14, -0.04], [0.09, -0.09, 0.09], [0.30, -0.26, -0.36], [-0.67, 1.04, 0.25], [1.37, -0.52, 0.61], [-0.34, 0.24, 0.28], [-0.19, -0.31, -0.15], [-0.12, 0.29, -0.18], [-0.77, 0.11, -0.06], [-0.31, -0.47, 0.09], [0.45, -0.62, 0.00], [0.53, -0.03, -0.05]]}

# 3
{"formula": "C4H12N2", "method": "ωB97M-V/def2-TZVPD", "total_energy_ev": -7322.186, "spin_multiplicity": 1, "total_charge": 0, "lumo_energy_ev": 1.21, "max_force_ev_per_a": 2.0, "de_lowest_kj_mol": 81.3, "smiles": "CC[C@H](N)CN", "symbols": ["N", "C", "C", "C", "C", "N", "H", "H", "H", "H", "H", "H", "H", "H", "H", "H", "H", "H"], "coordinates": [[0.959, -1.306, 0.934], [-1.534, 0.814, 1.440], [-0.122, 0.861, 0.827], [0.185, -0.469, 0.064], [0.887, -0.146, -1.292], [-0.011, -0.420, -2.408], [1.606, -0.945, 1.626], [1.094, -2.282, 0.717], [-1.540, 0.243, 2.381], [-1.889, 1.815, 1.647], [-2.152, 0.170, 0.831], [0.730, 0.991, 1.490], [-0.150, 1.707, 0.137], [-0.734, -1.000, -0.174], [1.360, 0.840, -1.250], [1.724, -0.849, -1.347], [-0.804, 0.194, -2.316], [0.392, -0.220, -3.306]], "forces_ev_per_a": [[0.20, -0.77, 0.89], [1.22, -0.84, 1.33], [-0.94, -0.89, -0.92], [0.80, 1.29, -0.21], [0.68, -1.24, 0.44], [-0.21, 0.25, 0.41], [-0.33, 0.11, -0.57], [-0.04, 0.34, -0.14], [0.19, 0.35, 0.06], [-0.51, -0.01, -0.16], [-0.54, 0.61, -0.55], [-0.27, 0.40, 0.43], [0.35, -0.13, -0.16], [-0.16, 0.02, -0.10], [-0.26, 0.27, -0.16], [-0.08, 0.02, -0.21], [-0.43, 0.13, -0.15], [0.33, 0.08, -0.23]]}

# 4
{"formula": "C4H12N2", "method": "ωB97M-V/def2-TZVPD", "total_energy_ev": -7322.459, "spin_multiplicity": 1, "total_charge": 0, "lumo_energy_ev": 1.03, "max_force_ev_per_a": 1.9, "de_lowest_kj_mol": 55.0, "smiles": "CC(CN)CN", "symbols": ["C", "C", "C", "C", "H", "H", "H", "H", "H", "H", "H", "H", "H", "H", "H", "H", "N", "N"], "coordinates": [[-2.000, -0.056, -0.078], [-0.460, 0.047, -0.296], [0.093, 1.302, 0.380], [0.197, -1.222, 0.178], [-2.486, -0.858, -0.710], [-2.477, 0.966, -0.284], [-2.113, -0.369, 1.011], [-0.260, 0.191, -1.392], [0.166, 1.196, 1.500], [-0.630, 2.147, 0.286], [1.338, 2.201, -1.008], [2.006, 0.982, -0.211], [-0.059, -1.260, 1.263], [-0.270, -2.100, -0.283], [1.833, -1.705, -0.948], [2.082, -1.975, 0.664], [1.410, 1.819, -0.056], [1.629, -1.307, -0.017]], "forces_ev_per_a": [[0.06, 0.10, 0.45], [-0.49, 0.69, -1.46], [-0.01, 1.28, 1.19], [-0.66, -0.75, 0.94], [0.57, 0.95, 0.61], [0.47, -1.62, 0.42], [-0.36, 0.61, -1.24], [-0.18, -0.19, 0.66], [-0.10, -0.38, -0.90], [0.35, -0.59, -0.21], [-0.22, 0.00, 0.50], [-0.30, 0.67, 0.47], [0.47, -0.22, -0.51], [-0.44, 0.11, 0.05], [-0.15, 0.40, 0.68], [-0.84, 1.10, -1.01], [0.19, -1.16, -0.96], [1.63, -1.03, 0.31]]}